{
  "formula": "CH7O2S",
  "method": "ωB97M-V with the def2-TZVPD basis set",
  "gap_ev": 7.006,
  "e_tot_ev": -16081.822,
  "lumo_energy_ev": 4.16,
  "spin_multiplicity": 1,
  "total_charge": -1,
  "elements": ["S", "O", "O", "C", "H", "H", "H", "H", "H", "H", "H"],
  "coordinates": [[-0.04, -0.10, -0.88], [-3.23, -0.41, -0.93], [3.03, -0.85, 0.11], [0.18, 1.06, 0.53], [-2.27, -0.14, -0.92], [-3.29, -1.05, -0.20], [2.73, -1.24, -0.72], [-0.68, 1.13, 1.20], [2.22, -1.21, 0.54], [1.02, 0.73, 1.15], [0.32, 2.07, 0.13]],
  "lowdin_charge": [0.170, -0.181, -0.150, -0.657, -0.123, 0.001, -0.008, -0.010, 0.001, -0.026, -0.016]
}